(1)
ORCA calculation (ωB97M-V with the def2-TZVPD basis set) on a cluster of 2 separate species, C15H24N3O6S in total at a distorted geometry.

The HOMO energy comes out at -0.176 hartree. The calculation puts the LUMO energy at 1.9360 eV. Its total charge is -1.

Cartesian coordinates (Å):
C 2.34009 -0.27827 1.05183
C 2.01959 -1.14126 0.01446
C 2.87393 -1.40877 -1.18519
O 3.25136 -2.52869 -1.45330
O 3.25472 -0.38566 -1.98155
C 2.15655 0.48098 -2.38298
C 2.33168 1.84826 -1.71659
C 1.18381 2.80638 -2.06554
C 0.67868 3.66860 -0.90611
C 0.14717 2.90060 0.33041
C -0.45631 1.53238 0.04172
N -1.81307 1.70332 -0.47828
C -2.21559 0.67475 -1.36911
O -3.65016 0.62425 -1.29941
N -1.69062 -0.65657 -0.93557
C -2.41748 -1.61010 -0.99626
S -3.24867 -2.94323 -1.15972
C -1.87187 0.98333 -2.87289
O -1.32738 0.12116 -3.58260
O -2.18901 2.13222 -3.19844
H 1.85110 0.69110 1.14134
H 3.04261 -0.52718 1.84575
H 1.05711 -1.65034 0.05200
H 1.19724 0.02778 -2.13255
H 2.19021 0.59191 -3.46483
H 3.30434 2.21847 -2.04388
H 2.39986 1.65411 -0.64791
H 1.51621 3.49910 -2.84150
H 0.38886 2.22252 -2.53377
H -0.06574 4.35166 -1.31390
H 1.51195 4.29131 -0.56495
H -0.66209 3.50971 0.74510
H 0.89846 2.87041 1.11964
H 0.17405 0.89672 -0.57795
H -0.54588 1.02305 1.00587
H -1.97090 2.61080 -0.89124
H -3.95549 0.58075 -2.21027
C -1.19898 -3.83039 1.94613
C -0.70641 -2.48658 2.42497
O -0.35259 -1.61678 1.65079
N -0.66884 -2.26686 3.76976
C -1.04761 -3.17242 4.83599
H -1.17163 -3.84828 0.86066
H -0.55828 -4.62839 2.32591
H -2.22736 -3.99585 2.26975
H -0.33141 -1.35026 4.01642
H -1.84585 -2.72021 5.42835
H -0.18700 -3.34706 5.48545
H -1.39336 -4.12249 4.44400

Atomic forces in eV per Å
C -0.0569 -0.2469 -0.2393
C 0.4226 1.0003 -0.1135
C 1.3319 -2.7181 1.0273
O 0.0428 0.1704 -0.2139
O -0.8758 0.0024 0.1496
C 0.1705 0.8689 0.3888
C -0.0999 -0.4976 -0.2678
C 0.3034 -0.0451 -0.1521
C 0.3470 -0.3497 0.0593
C -0.2835 0.4766 -0.5923
C -0.2925 0.5112 1.0571
N 0.7504 -0.6973 0.7151
C -1.3273 -0.0428 -0.4720
O 0.3471 0.0446 0.0067
N -1.1029 0.3519 -0.1534
C 1.0203 0.0109 -0.1720
S -0.0899 -0.0266 0.1789
C 1.0082 -0.4820 -0.6269
O 0.0123 -0.4995 0.4958
O -0.5051 1.0542 0.1269
H -1.6662 -0.9656 1.3685
H 1.6833 0.8319 -1.1690
H -0.8956 1.4812 -1.1170
H -0.0161 -0.0496 -0.0509
H 0.1020 -0.2278 -0.0731
H 0.0479 0.2098 0.1352
H 0.0199 0.2159 0.1156
H 0.0138 -0.0513 -0.1193
H -0.2737 0.1749 0.1612
H -0.1847 -0.0283 0.0833
H -0.0146 0.1310 -0.0565
H 0.0016 -0.0453 0.2143
H 0.1864 -0.2825 -0.0905
H 0.0351 0.1453 -0.1651
H 0.1131 -0.2446 -0.0904
H 0.0009 -0.1475 -0.4910
H -0.1539 0.0713 -0.0651
C 0.0795 -0.0249 0.0030
C -0.0276 0.0664 -0.1601
O -0.0758 -0.0850 0.1950
N -0.0570 -0.2214 -0.0491
C 0.1730 0.4993 0.0181
H -0.0116 0.1029 0.0265
H -0.0879 -0.0494 0.0713
H 0.0237 -0.0943 0.0118
H -0.0151 0.0123 0.0037
H -0.0466 -0.1713 0.0759
H -0.0831 -0.1556 0.0751
H 0.0065 0.0166 -0.0636

=====

(2)
ORCA calculation (ωB97M-V with the def2-TZVPD basis set) on a structure of composition C5H11NO at a distorted geometry.

The HOMO energy comes out at -0.319 hartree. The calculation puts the LUMO energy at 0.5948 eV. Its total charge is 0.

Cartesian coordinates (Å):
C -2.21236 0.34819 -0.25831
C -1.33008 -0.83596 0.12242
N -0.00701 -0.58564 0.68442
C 0.27236 0.59194 1.20487
C 1.06156 0.23616 -0.63713
O 0.41981 0.38540 -1.65972
C 2.35021 -0.53472 -0.46004
H -3.14417 -0.03111 -0.68960
H -1.70913 0.95783 -1.01193
H -2.48528 0.97760 0.59676
H -1.17896 -1.46285 -0.76296
H -1.84713 -1.46450 0.85807
H -0.43775 1.41569 1.24956
H 1.11528 0.67293 1.89758
H 1.15640 1.22331 0.11927
H 2.33758 -1.36930 -1.15938
H 2.49104 -0.91010 0.55354
H 3.17380 0.13243 -0.72693

Atomic forces in eV per Å
C -0.0029 0.0839 0.0084
C -0.1919 -0.0655 -0.0650
N -0.4328 -0.2224 1.0406
C -0.6362 -0.7267 0.6670
C 0.7822 1.2531 -0.4921
O 0.2060 -0.1566 0.3475
C 0.0909 -0.0402 -0.0133
H 0.1109 0.0543 0.0641
H -0.1311 0.0030 0.1122
H 0.0320 -0.1090 -0.0690
H 0.0466 0.1157 0.0504
H 0.0641 0.0229 -0.1214
H -0.1086 0.0610 -0.0536
H -0.0482 -0.0604 -0.2134
H 0.3872 -0.2210 -1.1803
H -0.0391 -0.0421 0.0645
H -0.0921 0.1313 -0.1207
H -0.0369 -0.0814 -0.0259

=====

(3)
ORCA calculation (ωB97M-V with the def2-TZVPD basis set) on a cluster of 2 separate species, C2H6N2 in total at a distorted geometry.

As for the SMILES: C=N.C=N. The HOMO energy comes out at -0.374 hartree. The calculation puts the LUMO energy at 1.1729 eV. Its total charge is 0.

Cartesian coordinates (Å):
C -0.14571 -1.60915 2.17452
N -1.06538 -0.90666 1.66134
H 0.15769 -2.50081 1.61335
H 0.43798 -1.25429 3.01996
H -1.13296 -0.01964 2.16338
C 0.19462 0.99750 -2.36430
N 0.89498 1.56894 -1.47356
H -0.74579 1.47350 -2.66153
H 0.51843 0.34226 -3.18330
H 1.85609 1.23789 -1.60654

Atomic forces in eV per Å
C 0.0871 0.4367 -0.9768
N 0.1743 0.0913 0.0606
H -0.1308 -0.1054 0.6236
H 0.1899 -0.3194 0.1852
H -0.3208 -0.1056 0.0870
C -0.2751 1.7159 -1.4400
N 0.3158 -0.5944 -0.7600
H -0.5073 -0.5179 0.9124
H 0.5063 -0.3892 0.6065
H -0.0394 -0.2120 0.7015

=====

Among the records above, which one has the lowest HOMO energy?
C2H6N2

=====

Which of these has the lowest HOMO energy?
C2H6N2

=====

Among the records above, which one has the lowest HOMO energy?
C2H6N2

=====

Number 3 is which compound?
C2H6N2